[1]
{"formula": "C2H7N2O2", "method": "ωB97M-V/def2-TZVPD", "total_energy_ha": -340.455053, "fmax_ha_per_bohr": 0.01970, "gap_ev": 8.755, "e_homo_ev": -4.334, "charge": -1, "symbols": ["N", "C", "N", "H", "H", "H", "H", "H", "H", "O", "C", "O", "H"], "xyz": [[1.077, -0.979, -0.871], [1.856, 0.234, -0.979], [1.457, 1.354, -0.110], [0.170, -0.881, -1.306], [0.867, -1.274, 0.071], [1.730, 0.592, -1.997], [2.910, -0.025, -0.874], [1.987, 1.217, 0.751], [0.499, 1.177, 0.239], [-2.098, -0.666, -0.258], [-1.859, -0.188, 0.861], [-0.750, 0.036, 1.399], [-2.785, 0.103, 1.425]], "nbo_charge": [-0.882, -0.047, -0.885, 0.380, 0.376, 0.150, 0.144, 0.331, 0.407, -0.783, 0.632, -0.817, -0.007]}



[2]
{"formula": "C2H2BrNO2", "method": "ωB97M-V/def2-TZVPD", "total_energy_ha": -2856.378395, "fmax_ha_per_bohr": 0.08738, "gap_ev": [6.461, 6.462], "e_homo_ev": [-10.371, -10.370], "symbols": ["C", "C", "N", "O", "O", "Br", "H", "H"], "xyz": [[-0.255, -0.094, 0.033], [-1.223, -0.949, 0.020], [-1.565, -2.275, -0.096], [-1.327, -2.817, 0.961], [-2.103, -2.797, -1.044], [-3.729, 0.604, 0.365], [-0.296, 0.986, 0.370], [0.727, -0.176, -0.173]], "nbo_charge": [-0.476, 0.367, 0.399, -0.302, -0.294, -0.237, 0.289, 0.254]}



For the records above, the corresponding energy relative to the best compared isomer or geometry (same formula, charge and spin) values read 10.2; 168.8 kcal per mole.